Model A:
13
Properties=species:S:1:pos:R:3 method="wB97M-V/def2-TZVPD" homo_lumo_gap_ev=10.8 homo_ha=-0.35947 lumo_ev=1.0 smiles="C[C@H]1CN=CO1"
C 1.30 0.66 0.18
C 0.36 -0.25 -0.62
C -0.47 -1.23 0.21
N -1.44 -0.34 0.86
C -1.49 0.66 0.08
O -0.72 0.65 -1.04
H 1.06 1.70 -0.11
H 1.14 0.57 1.26
H 2.35 0.49 -0.05
H 0.86 -0.70 -1.48
H -1.02 -1.90 -0.47
H 0.11 -1.83 0.92
H -2.07 1.55 0.29

***

Model B:
13
Properties=species:S:1:pos:R:3 method="wB97M-V/def2-TZVPD" homo_lumo_gap_ev=10.6 homo_ha=-0.38222 lumo_ev=0.2 smiles="C=CC#N.[H][H].C=O"
C -0.49 -1.30 -0.71
C -1.56 -0.59 -0.34
C -1.64 0.82 -0.57
N -1.68 1.97 -0.73
H -0.41 -2.36 -0.49
H 0.34 -0.84 -1.24
H -2.39 -1.05 0.19
H 0.60 0.00 2.14
H -0.13 0.00 2.30
C 1.82 0.84 -0.09
O 2.31 0.08 0.70
H 2.17 0.89 -1.14
H 0.97 1.51 0.17

***

Stability, lowest: model B

***

Model A:
13
Properties=species:S:1:pos:R:3 method="wB97M-V/def2-TZVPD" homo_lumo_gap_ev=10.6 homo_ha=-0.35191 lumo_ev=1.0
C -0.85 1.68 -1.33
N 0.39 1.17 -0.75
C 0.31 0.12 -0.07
C 1.26 -0.83 0.63
C -0.04 -1.43 1.19
O -0.82 -0.60 0.30
H -1.70 1.01 -1.17
H -0.70 1.81 -2.40
H -1.09 2.66 -0.91
H 1.99 -0.44 1.33
H 1.74 -1.50 -0.09
H -0.23 -2.49 1.03
H -0.26 -1.16 2.23

***

Model B:
13
Properties=species:S:1:pos:R:3 method="wB97M-V/def2-TZVPD" homo_lumo_gap_ev=9.2 homo_ha=-0.31119 lumo_ev=0.7
O 2.51 -0.02 0.94
C 0.42 0.35 -0.87
C 0.00 -1.11 -0.75
C -1.20 -0.30 -0.48
N -1.19 0.11 0.92
C -0.38 0.99 0.10
H 1.83 0.38 1.49
H 2.32 0.33 0.05
H 0.31 -1.69 0.12
H 0.09 -1.64 -1.69
H -2.06 -0.12 -1.12
H -2.05 0.59 1.16
H -0.60 2.05 0.08

***

Model C:
13
Properties=species:S:1:pos:R:3 method="wB97M-V/def2-TZVPD" homo_lumo_gap_ev=10.4 homo_ha=-0.35566 lumo_ev=0.8 smiles="C[C@H]1NCC1=O"
C -1.77 -0.14 -0.09
C -0.33 -0.16 0.37
N 0.66 -0.91 -0.44
C 1.69 0.14 -0.26
C 0.54 1.07 0.11
O 0.33 2.25 0.06
H -2.21 -1.14 -0.06
H -1.85 0.25 -1.11
H -2.35 0.50 0.58
H -0.27 -0.42 1.44
H 0.92 -1.82 -0.06
H 2.29 0.38 -1.14
H 2.35 0.00 0.61

***

Model D:
13
Properties=species:S:1:pos:R:3 method="wB97M-V/def2-TZVPD" homo_lumo_gap_ev=10.6 homo_ha=-0.35111 lumo_ev=1.0 smiles="O=CN1CCC1"
O -1.35 0.81 -1.88
C -1.62 0.32 -0.80
N -0.77 -0.47 0.00
C 0.56 -0.74 -0.66
C 1.20 0.21 0.32
C -0.02 0.10 1.25
H -2.63 0.42 -0.34
H 0.85 -1.80 -0.56
H 0.68 -0.42 -1.70
H 2.22 0.05 0.67
H 1.09 1.20 -0.12
H -0.08 1.05 1.85
H -0.15 -0.72 1.97

***

Stability, lowest: model B

***

Model A:
13
Properties=species:S:1:pos:R:3 method="wB97M-V/def2-TZVPD" homo_lumo_gap_ev=11.1 homo_ha=-0.36876 lumo_ev=1.1 smiles="C[C@H]1CN1C=O"
C -1.71 -0.35 0.44
C -0.29 -0.43 -0.04
C 0.23 0.30 -1.21
N 0.54 0.79 0.15
C 1.84 0.49 0.62
O 2.63 -0.28 0.13
H -1.74 -0.53 1.52
H -2.33 -1.11 -0.05
H -2.12 0.64 0.24
H 0.24 -1.36 0.17
H 1.05 -0.15 -1.77
H -0.42 0.96 -1.76
H 2.08 1.05 1.55

***

Model B:
13
Properties=species:S:1:pos:R:3 method="wB97M-V/def2-TZVPD" homo_lumo_gap_ev=10.2 homo_ha=-0.33685 lumo_ev=1.0 smiles=O[C@H]1C[C@H]2N[C@@H]12
O -2.21 0.47 -0.36
C -0.85 0.30 -0.71
C 0.50 1.09 -0.26
C 1.16 -0.23 0.19
N 0.60 -0.58 1.46
C -0.15 -0.86 -0.03
H -2.27 0.21 0.56
H -0.93 0.30 -1.83
H 0.44 1.83 0.55
H 1.01 1.44 -1.15
H 2.13 -0.66 -0.07
H 1.11 -1.45 1.74
H -0.53 -1.86 -0.09

***

Model C:
13
Properties=species:S:1:pos:R:3 method="wB97M-V/def2-TZVPD" homo_lumo_gap_ev=10.8 homo_ha=-0.36040 lumo_ev=1.0
C 0.53 0.32 1.66
C 0.48 -0.13 0.18
O -0.35 -1.29 0.03
C -0.83 -0.96 -1.27
C -0.39 0.45 -1.10
N -0.54 1.65 -1.46
H 0.83 -0.54 2.28
H 1.28 1.10 1.84
H -0.44 0.66 2.03
H 1.52 -0.32 -0.15
H 0.05 1.71 -0.59
H -1.89 -1.17 -1.39
H -0.24 -1.45 -2.06

***

Model D:
13
Properties=species:S:1:pos:R:3 method="wB97M-V/def2-TZVPD" homo_lumo_gap_ev="7.2 / 7.2" homo_ha="-0.22895 / -0.22842" lumo_ev="1.0 / 1.0"
C -1.78 -0.44 0.30
C -0.37 -0.77 0.67
C 0.76 0.75 -1.05
N 0.63 -0.01 0.21
C 1.89 0.32 0.45
O 2.12 1.01 -0.76
H -2.21 0.39 0.87
H -2.43 -1.31 0.46
H -1.88 -0.18 -0.77
H -0.14 -1.35 1.56
H 0.63 0.10 -1.91
H 0.14 1.65 -1.10
H 2.65 -0.15 1.06

***

Stability, lowest: model D

***

Model A:
13
Properties=species:S:1:pos:R:3 method="wB97M-V/def2-TZVPD" homo_lumo_gap_ev=9.6 homo_ha=-0.32198 lumo_ev=0.9
C 0.21 -1.37 0.54
O -0.03 -0.19 1.23
C -0.53 0.73 0.25
C 0.63 1.49 -0.39
C -1.28 -0.09 -0.80
N -0.80 -1.29 -0.55
H 1.22 -1.40 0.08
H -1.09 -2.14 -1.01
H 0.10 -2.23 1.21
H -1.19 1.42 0.78
H 1.24 1.94 0.39
H 1.26 0.82 -0.98
H 0.25 2.28 -1.06

***

Model B:
13
Properties=species:S:1:pos:R:3 method="wB97M-V/def2-TZVPD" homo_lumo_gap_ev="8.4 / 8.4" homo_ha="-0.33195 / -0.33135" lumo_ev="-0.6 / -0.6"
O 2.33 -0.74 0.13
N 1.53 0.39 0.27
C 0.31 0.16 -0.03
C -0.25 -1.17 -0.44
C -1.64 0.78 1.06
C -0.65 1.34 0.09
H 3.18 -0.44 0.47
H -0.35 -1.25 -1.53
H 0.38 -1.99 -0.08
H -2.50 0.42 0.45
H -1.25 -1.29 -0.01
H -1.01 1.63 -0.91
H -0.08 2.16 0.53

***

Stability, lowest: model B

***

Model A:
13
Properties=species:S:1:pos:R:3 method="wB97M-V/def2-TZVPD" homo_lumo_gap_ev=9.4 homo_ha=-0.32030 lumo_ev=0.7
O 1.09 1.07 1.71
C 1.45 0.48 0.61
C -0.06 -1.57 -0.11
N -0.21 -0.45 -1.04
C -0.98 0.67 -0.51
C 0.51 0.72 -0.54
H 0.26 1.58 1.63
H 0.65 -1.32 0.69
H -1.03 -1.86 0.31
H 0.38 -2.42 -0.63
H -1.51 0.51 0.43
H -1.54 1.24 -1.25
H 0.99 1.35 -1.30

***

Model B:
13
Properties=species:S:1:pos:R:3 method="wB97M-V/def2-TZVPD" homo_lumo_gap_ev=11.1 homo_ha=-0.36903 lumo_ev=1.0 smiles="C[C@H]1CN1C=O"
C 1.01 0.88 0.14
C -0.48 0.31 0.65
C -1.57 -0.12 -0.29
N -0.75 -1.10 0.44
C 0.49 -1.27 -0.29
O 0.60 -1.20 -1.49
H 1.53 1.09 1.07
H 0.67 1.76 -0.38
H 1.82 0.50 -0.53
H -0.64 0.78 1.63
H -2.64 -0.10 -0.04
H -1.34 -0.05 -1.35
H 1.28 -1.48 0.44

***

Model C:
13
Properties=species:S:1:pos:R:3 method="wB97M-V/def2-TZVPD" homo_lumo_gap_ev=9.4 homo_ha=-0.31694 lumo_ev=0.8 smiles="C=NC/C=C/O"
C 1.62 -0.50 -0.04
N 0.89 -0.92 -0.99
C -0.45 -1.25 -0.52
C -1.04 0.12 -0.24
C -0.27 1.20 -0.02
O -0.60 2.17 0.89
H 1.35 -0.61 1.03
H 2.52 0.07 -0.25
H -0.44 -1.83 0.43
H -1.02 -1.84 -1.25
H -2.11 0.22 -0.07
H 0.63 1.48 -0.56
H -1.08 1.71 1.59

***

Model D:
13
Properties=species:S:1:pos:R:3 method="wB97M-V/def2-TZVPD" homo_lumo_gap_ev=10.8 homo_ha=-0.35994 lumo_ev=1.0 smiles="C=C1O[C@]1(C)N"
C -1.16 0.13 -1.85
C -0.25 0.24 -0.92
O 0.95 1.13 -0.52
C 0.48 0.03 0.27
C -0.36 0.41 1.50
N 1.37 -1.12 0.41
H -1.11 0.75 -2.73
H -1.97 -0.58 -1.75
H 0.10 -0.05 2.38
H -0.36 1.49 1.68
H -1.40 0.05 1.44
H 1.39 -1.72 -0.40
H 2.32 -0.76 0.48

***

Stability, lowest: model A

***

Model A:
13
Properties=species:S:1:pos:R:3 method="wB97M-V/def2-TZVPD" homo_lumo_gap_ev=10.1 homo_ha=-0.33591 lumo_ev=0.9
C 2.03 -0.17 0.21
C -0.06 0.06 0.06
C -0.81 -1.26 -0.21
C -0.82 1.33 0.08
N 1.55 -0.04 -0.97
O 0.98 -0.14 1.08
H 3.09 -0.44 0.57
H -0.07 -2.03 -0.28
H -1.32 -1.19 -1.22
H -1.53 -1.22 0.68
H -1.10 1.61 -0.99
H -0.27 2.34 0.42
H -1.69 1.15 0.58

***

Model B:
13
Properties=species:S:1:pos:R:3 method="wB97M-V/def2-TZVPD" homo_lumo_gap_ev=10.6 homo_ha=-0.35122 lumo_ev=1.1 smiles="O=CCN1CC1"
O -3.03 0.18 1.04
C -1.95 -0.33 0.84
C -0.67 0.44 0.58
N 0.31 -0.47 0.02
C 0.83 -0.22 -1.31
C 1.69 -0.06 -0.11
H -1.80 -1.43 0.86
H -0.32 0.81 1.55
H -0.90 1.32 -0.04
H 0.54 0.70 -1.82
H 0.93 -1.08 -1.96
H 2.42 -0.82 0.16
H 1.96 0.96 0.18

***

Model C:
13
Properties=species:S:1:pos:R:3 method="wB97M-V/def2-TZVPD" homo_lumo_gap_ev=11.1 homo_ha=-0.40285 lumo_ev=0.1 smiles=CC(C)(O)C#N
C -0.91 -0.90 -0.06
C 0.08 0.25 0.19
C 1.41 0.00 -0.45
O 0.23 0.52 1.53
C -0.37 1.72 -0.56
N -1.54 1.68 -0.46
H -0.43 -1.83 0.30
H -1.86 -0.78 0.47
H -1.13 -1.01 -1.13
H 2.08 0.83 -0.20
H 1.28 -0.05 -1.53
H 1.82 -0.94 -0.08
H -0.65 0.52 1.95

***

Model D:
13
Properties=species:S:1:pos:R:3 method="wB97M-V/def2-TZVPD" homo_lumo_gap_ev=9.4 homo_ha=-0.31525 lumo_ev=0.8
O 2.22 1.80 -0.81
C 0.59 -0.42 -0.03
C -0.21 -1.69 0.19
C -1.14 -0.62 -0.23
N -1.52 0.16 0.95
C -0.25 0.60 0.42
H 2.77 1.78 -0.02
H 1.86 0.88 -0.84
H -0.43 -2.01 1.21
H 0.04 -2.50 -0.50
H -1.60 -0.46 -1.20
H -2.23 0.85 0.72
H -0.10 1.64 0.13

***

Stability, lowest: model D

***

Model A:
13
Properties=species:S:1:pos:R:3 method="wB97M-V/def2-TZVPD" homo_lumo_gap_ev=10.6 homo_ha=-0.35203 lumo_ev=1.0
C -1.53 1.57 0.50
N -0.34 1.44 -0.35
C 0.17 0.29 -0.27
C 1.35 -0.51 -0.80
C 0.77 -1.61 0.09
O -0.31 -0.75 0.49
H -1.75 0.63 1.03
H -2.40 1.84 -0.10
H -1.37 2.35 1.25
H 2.34 -0.14 -0.52
H 1.35 -0.72 -1.88
H 0.37 -2.49 -0.41
H 1.36 -1.89 0.97

***

Model B:
13
Properties=species:S:1:pos:R:3 method="wB97M-V/def2-TZVPD" homo_lumo_gap_ev=9.2 homo_ha=-0.34058 lumo_ev=0.0
C 1.48 0.82 0.22
C 0.04 1.06 -0.55
N 0.09 -0.30 -0.94
C -0.44 -1.24 -0.28
C -1.67 -1.19 0.54
O -2.18 -2.19 1.00
H 2.20 1.43 -0.31
H 1.92 -0.21 0.19
H 1.37 1.06 1.27
H -0.93 1.42 -0.11
H 0.29 1.79 -1.33
H 0.03 -2.21 -0.38
H -2.17 -0.20 0.63

***

Stability, lowest: model B